Entry from the Open Molecules 2025 dataset: C5H9N3 in the gas phase at a distorted geometry (ωB97M-V/def2-TZVPD).

Geometry as XYZ:
```
17
Properties=species:S:1:pos:R:3:forces:R:3
C 0.208222 0.428137 2.781813 0.396 -0.557 -2.558
N 0.065967 -0.434341 1.799768 0.658 0.787 3.524
N 0.403505 -0.335614 0.549768 0.434 0.289 0.436
C -0.392715 -1.352048 -0.261941 0.189 1.063 -0.045
C -1.017639 -0.324580 -1.152423 1.884 -0.013 -3.347
N -0.747233 0.407555 -2.480694 0.397 -0.938 1.503
C 0.370452 0.383014 -1.521588 -1.824 -0.882 -0.947
C 0.643875 0.958978 -0.194436 -0.842 -0.212 0.007
H 0.063467 -0.064813 3.742352 -0.257 0.862 -0.010
H 0.567676 1.489656 2.606511 -0.243 -1.305 0.527
H -0.987835 -1.776153 0.520785 -0.827 -0.464 -0.148
H 0.204235 -2.126842 -0.727075 0.256 0.062 -0.198
H -1.709816 0.325734 -0.760157 -1.193 1.114 1.814
H -0.370287 -0.296628 -3.068353 -0.133 -0.394 -1.716
H 1.054099 -0.434091 -1.844806 0.031 0.973 0.699
H 1.614784 1.338270 -0.079869 1.782 -0.053 0.367
H 0.029244 1.813766 0.090348 -0.708 -0.333 0.092
```
Forces are in eV/Å.

ΔE to the lowest compared entry with this formula, charge and spin   632.3 kJ/mol
Electronic energy   -359.956432 Ha
Charge   0
Multiplicity   1
Structure (SMILES)   C=NN1C[C@@H]2N[C@H]2C1
HOMO level   -8.02 eV

Entry from the Open Molecules 2025 dataset: C5H9N3 in the gas phase at a distorted geometry (ωB97M-V/def2-TZVPD).

Geometry as XYZ:
```
17
Properties=species:S:1:pos:R:3:forces:R:3
N -1.458629 -1.254445 -0.736392 -0.636 -0.598 -1.355
C -1.364520 -0.300762 0.316360 0.837 1.199 1.015
C -1.185599 1.228345 -0.031469 0.038 -0.663 0.392
N 0.279293 1.182976 0.284582 -0.373 -0.531 0.241
N 1.138226 0.891646 -0.786731 0.603 -0.503 0.218
C 1.784146 -0.205147 -0.565401 -1.345 0.942 0.523
C 1.246205 -1.047819 0.614582 0.428 1.788 -0.509
C 0.072940 -0.107044 1.012209 -0.577 -1.419 -0.553
H -0.807572 -1.126110 -1.531144 -0.552 0.194 0.859
H -2.426493 -1.276812 -1.117051 1.118 -0.027 0.346
H -2.165962 -0.501446 1.059905 0.436 0.089 -0.517
H -1.455601 1.549616 -1.023639 0.083 0.104 -0.444
H -1.701815 1.842256 0.713943 0.215 0.090 -0.164
H 2.618282 -0.410696 -1.208180 0.151 -0.433 -0.207
H 0.992462 -2.019098 0.254368 -0.723 -0.688 -0.301
H 2.006648 -1.242077 1.369123 -0.035 0.415 0.315
H -0.091208 0.037697 2.074781 0.333 0.043 0.141
```
Forces are in eV/Å.

ΔE to the lowest compared entry with this formula, charge and spin   239.7 kJ/mol
Electronic energy   -360.105975 Ha
Charge   0
Multiplicity   1
Structure (SMILES)   N[C@@H]1CN2N=CC[C@H]12
HOMO level   -8.34 eV

Entry from the Open Molecules 2025 dataset: C5H9N3 in the gas phase at a distorted geometry (ωB97M-V/def2-TZVPD).

Geometry as XYZ:
```
17
Properties=species:S:1:pos:R:3:forces:R:3
C -2.650913 -1.066741 -0.253869 -3.828 0.798 1.426
C -1.470395 -0.814165 -0.219738 0.113 0.302 -0.545
C -0.067816 -0.371456 -0.120280 1.446 -5.909 1.965
N 0.789834 -1.356382 -0.031891 -0.974 -0.062 -1.195
C 2.177962 -1.142818 0.333843 0.885 2.547 -2.143
N 0.261131 0.855124 0.319937 -0.008 2.381 -1.554
C 1.016599 1.500671 -0.806833 4.645 0.027 4.156
N -0.901515 1.652160 0.570574 -2.048 -2.030 3.469
H -3.869214 -0.991089 0.030809 4.284 -0.664 -1.299
H 2.499363 -1.812520 1.106718 -0.169 -0.221 0.615
H 2.306314 -0.011067 0.585359 0.486 -2.168 0.168
H 2.933005 -1.388534 -0.561051 -1.830 0.575 1.593
H 0.237278 2.009504 -1.251454 -0.883 1.026 -2.407
H 1.763923 2.349807 -0.230589 -1.952 -2.281 -1.946
H 1.694783 0.637360 -1.212041 -1.531 2.321 -0.220
H -1.768196 0.965469 0.205438 2.357 2.686 1.579
H -0.876022 1.551805 1.717729 -0.992 0.671 -3.662
```
Forces are in eV/Å.

ΔE to the lowest compared entry with this formula, charge and spin   683.1 kJ/mol
Electronic energy   -359.937080 Ha
Charge   0
Multiplicity   1
Structure (SMILES)   C#C/C(=N/C)N(C)N
HOMO level   -8.92 eV

Entry from the Open Molecules 2025 dataset: a molecular structure, C5H9N3 at a distorted geometry (ωB97M-V/def2-TZVPD).

Geometry as XYZ:
```
17
Properties=species:S:1:pos:R:3:forces:R:3
C -0.998750 -0.254338 -0.408612 -1.659 -0.388 0.930
C 0.148132 -1.332885 -0.298271 0.873 2.695 1.216
C 1.502427 -0.531531 -0.426409 -2.956 0.009 0.973
C 1.113484 0.927408 -0.367370 -0.349 2.167 -0.659
C -0.350799 1.133554 -0.447709 -1.709 0.558 -0.761
H -2.399678 -0.493860 1.395901 -0.302 0.558 -3.941
H -3.395344 -0.778130 -0.390439 4.566 1.819 3.112
H -1.550232 -0.422505 -1.295177 1.029 -0.119 -2.153
H -0.038038 -2.337381 -0.553195 -0.190 -0.848 -0.843
H 1.109394 -0.569960 1.578838 -0.245 -2.341 -2.133
H 2.375303 -0.717065 -0.947533 1.393 -0.846 -1.266
H 1.679443 1.721766 -0.868520 0.416 -0.944 -0.068
H 0.185705 1.123812 1.656865 0.498 0.826 -2.266
H -1.000816 1.849697 -1.164996 2.025 -1.202 1.957
N -2.399167 -0.210008 0.281540 -1.929 -2.319 1.932
N 1.213502 -1.303564 0.741507 -0.367 2.246 2.861
N 0.406708 1.652196 0.731021 -1.095 -1.869 1.110
```
Forces are in eV/Å.

ΔE to the lowest compared entry with this formula, charge and spin   589.6 kJ/mol
Electronic energy   -359.972698 Ha
Charge   0
Multiplicity   1
HOMO level   -9.18 eV

Entry from the Open Molecules 2025 dataset: a molecular structure, C5H9N3 at a distorted geometry (ωB97M-V/def2-TZVPD).

Geometry as XYZ:
```
17
Properties=species:S:1:pos:R:3:forces:R:3
C -0.093701 -0.748101 0.147310 -0.070 2.655 2.405
C 0.434973 -1.425976 -1.163477 -1.131 -2.331 1.845
C 1.289644 -0.144533 -1.183130 3.131 -0.698 -3.297
C 0.072223 0.588585 -0.736502 -0.451 -7.208 -2.469
C -1.380750 -0.224340 0.871946 -1.009 2.188 -0.742
H 0.806472 -1.210683 2.221698 0.521 2.660 -4.036
H 1.056233 0.481481 1.408710 -0.285 -2.563 0.168
H -0.592528 -1.460231 -1.738968 2.680 -0.321 0.157
H 0.990326 -2.429686 -0.970280 -1.199 1.631 -0.771
H 1.846909 0.016966 -2.252407 -1.108 0.189 2.747
H 1.921885 -0.322395 -0.166316 -0.303 0.633 -3.194
H -0.814145 0.302576 -1.329126 0.173 0.566 -1.275
H -0.461497 2.443551 -0.491325 -0.119 -0.989 1.494
H -2.315608 -0.708401 1.379913 2.272 0.836 -0.801
N 1.023216 -0.590855 1.194590 -1.463 -1.142 4.207
N -0.271131 1.553156 0.037506 -1.292 6.751 3.589
N -1.376711 1.125272 0.813793 -0.347 -2.860 -0.028
```
Forces are in eV/Å.

ΔE to the lowest compared entry with this formula, charge and spin   693.8 kJ/mol
Electronic energy   -359.932994 Ha
Charge   0
Multiplicity   1
HOMO level   -8.54 eV

Entry from the Open Molecules 2025 dataset: a molecular structure, C5H9N3 at a distorted geometry (ωB97M-V/def2-TZVPD).

Geometry as XYZ:
```
17
Properties=species:S:1:pos:R:3:forces:R:3
C 1.950199 1.384706 -1.667194 1.241 -5.131 -1.861
C 1.235931 0.159739 -1.633037 3.136 0.385 0.554
C 0.183899 0.002075 -0.492596 2.876 0.554 0.379
C -2.422718 -1.678764 1.308794 0.971 3.888 2.931
C -1.127416 -1.553321 2.249359 -1.513 -1.211 -3.421
H 2.071282 3.396546 -1.925424 -0.566 -1.742 1.095
H 0.777920 3.021793 -0.788807 2.166 -2.223 -2.269
H 3.035722 1.418715 -2.036517 -1.795 -0.631 -0.116
H 2.017728 -0.695484 -2.260324 -3.127 2.030 2.616
H 0.340270 0.787151 0.686997 -0.653 -2.000 -3.991
H -3.486214 -1.351601 1.706069 2.482 -0.138 -1.055
H -2.442409 -2.369048 0.546556 0.017 -2.069 -1.060
H -0.574028 -2.622207 2.044944 -0.693 3.207 1.495
H -1.266258 -0.799730 3.151087 0.796 -2.434 -1.691
N 1.569781 2.589645 -1.462522 -2.791 7.795 2.578
N -0.577693 -1.015560 -0.398604 -0.750 1.646 3.162
N -1.285997 -0.674654 0.971220 -1.797 -1.928 0.653
```
Forces are in eV/Å.

ΔE to the lowest compared entry with this formula, charge and spin   806.4 kJ/mol
Electronic energy   -359.890121 Ha
Charge   0
Multiplicity   1
HOMO level   -7.81 eV

no.,molar mass (g/mol)
1,111.15
2,111.15
3,111.15
4,111.15
5,111.15
6,111.15